Density functional theory data (ωB97M-V/def2-TZVPD) for a molecular structure, C29H35Cl2N7O3S3W in a non-equilibrium geometry.

Cartesian coordinates (Å):
W  0.27  -0.15  -0.13
Cl  7.08  0.22  -2.11
C  5.63  -0.30  -1.34
C  4.36  0.09  -1.88
C  3.21  -0.26  -1.19
N  1.88  0.08  -1.48
C  1.62  0.64  -2.73
O  2.36  0.64  -3.72
C  0.27  1.23  -2.87
C  -0.14  2.01  -3.95
C  -1.51  2.25  -4.12
C  -2.41  1.58  -3.27
C  -1.96  0.90  -2.17
N  -0.65  0.82  -1.92
C  3.24  -0.98  0.00
C  4.44  -1.48  0.48
C  5.62  -1.23  -0.25
Cl  7.08  -1.92  0.28
N  1.97  -1.12  0.60
C  1.77  -1.84  1.79
O  2.59  -2.55  2.38
C  0.42  -1.73  2.39
C  -0.01  -2.43  3.52
C  -1.38  -2.66  3.68
C  -2.31  -2.10  2.73
C  -1.83  -1.16  1.87
N  -0.48  -0.99  1.63
H  4.24  0.73  -2.71
H  0.58  2.36  -4.72
H  -1.87  2.92  -4.90
H  -3.47  1.60  -3.41
H  -2.72  0.53  -1.50
H  4.38  -2.13  1.37
H  0.75  -2.83  4.20
H  -1.70  -3.29  4.52
H  -3.38  -2.44  2.70
H  -2.50  -0.51  1.30
C  1.16  5.25  3.21
C  1.43  3.76  3.19
N  1.21  3.09  1.90
C  2.33  3.24  0.95
C  2.27  4.49  0.10
C  -0.03  2.67  1.55
C  -1.27  3.26  2.14
N  -0.27  1.72  0.60
H  1.02  5.54  4.26
H  0.26  5.53  2.68
H  1.98  5.78  2.72
H  0.95  3.13  3.97
H  2.51  3.57  3.40
H  2.48  2.31  0.38
H  3.24  3.31  1.55
H  1.37  4.47  -0.53
H  3.12  4.54  -0.57
H  2.24  5.39  0.71
H  -1.04  4.14  2.73
H  -1.79  2.52  2.76
H  -2.02  3.44  1.39
H  -1.18  1.91  0.15
S  -1.02  -1.87  -1.26
C  0.08  -3.25  -1.38
N  -0.12  -4.25  -0.50
C  0.77  -5.40  -0.65
C  1.84  -5.01  -1.69
S  1.36  -3.47  -2.50
H  -0.89  -4.22  0.16
H  0.16  -6.27  -0.94
H  1.27  -5.59  0.33
H  1.97  -5.68  -2.53
H  2.77  -4.82  -1.17
C  -7.32  -1.72  -2.39
S  -6.01  -0.89  -1.37
C  -5.30  -2.15  -0.26
O  -6.78  -0.12  -0.33
H  -8.12  -2.11  -1.69
H  -6.89  -2.58  -2.94
H  -7.72  -0.95  -3.10
H  -5.44  -3.14  -0.68
H  -5.78  -2.03  0.74
H  -4.20  -1.99  -0.18

Properties
net charge = +2
LUMO energy (spin up / spin down) = -6.63 / -6.61 eV
spin multiplicity = 3
highest occupied orbital energy (spin up / spin down) = -0.4618 / -0.4648 Eh
expectation value of S² = 2.0224

=====

Density functional theory data (ωB97M-V/def2-TZVPD) for a molecular structure, C29H35Cl3N4O2P2V in a non-equilibrium geometry.

Cartesian coordinates (Å):
V  -0.56  1.40  -1.64
C  -1.75  1.75  -3.47
C  -1.83  0.39  -3.27
C  -1.02  -0.57  -4.06
C  0.47  -0.15  -4.20
C  1.08  0.46  -3.03
C  0.87  1.81  -2.66
C  0.61  2.87  -3.67
C  -0.80  2.43  -4.40
C  1.61  0.89  2.51
H  -2.45  2.44  -2.96
H  -2.57  -0.04  -2.64
H  -1.39  -0.69  -5.08
H  -1.07  -1.55  -3.57
H  1.01  -1.11  -4.24
H  0.63  0.36  -5.15
H  1.91  -0.19  -2.55
H  1.33  2.32  -1.66
H  1.34  2.89  -4.49
H  0.37  3.84  -3.16
H  -1.26  3.41  -4.65
H  -0.66  1.83  -5.34
H  0.54  1.03  2.00
H  2.39  1.61  2.72
H  1.45  0.15  3.31
P  1.90  -0.04  1.15
P  -1.48  -1.05  1.17
N  3.00  1.17  0.29
N  2.84  -1.31  1.77
N  -2.70  0.53  0.58
N  -2.77  -2.13  1.15
C  1.00  -0.77  -0.21
C  -0.52  -1.51  -0.31
C  3.00  2.58  0.39
C  4.10  3.02  -0.31
C  4.69  1.88  -0.95
C  4.01  0.76  -0.59
C  3.75  -1.13  2.82
C  4.38  -2.33  3.01
C  3.83  -3.27  2.07
C  2.86  -2.64  1.32
C  -2.54  1.83  1.07
C  -3.02  2.78  0.15
C  -3.61  2.07  -0.96
C  -3.40  0.71  -0.70
C  -4.03  -2.23  0.49
C  -4.98  -2.85  1.31
C  -4.27  -3.21  2.54
C  -2.94  -2.82  2.40
H  1.54  -1.63  -0.71
H  1.07  -0.04  -1.12
H  -1.02  -1.34  -1.34
H  -0.26  -2.60  -0.36
H  2.22  3.06  0.96
H  4.45  4.00  -0.33
H  5.51  1.91  -1.61
H  4.12  -0.32  -0.79
H  3.72  -0.20  3.37
H  5.13  -2.46  3.73
H  4.12  -4.29  1.95
H  2.10  -2.98  0.60
H  -2.10  2.11  1.96
H  -2.88  3.86  0.06
H  -3.98  2.45  -1.93
H  -3.67  -0.09  -1.35
H  -4.18  -1.79  -0.47
H  -6.07  -3.04  1.12
H  -4.75  -3.68  3.44
H  -2.19  -2.80  3.17
Cl  -1.70  -0.07  6.72
C  -0.88  -1.22  5.58
Cl  0.78  -1.37  6.25
Cl  -1.74  -2.71  5.71
C  -0.91  -0.83  4.02
O  -1.44  0.25  3.68
O  -0.35  -1.77  3.35

Properties
LUMO energy (spin up / spin down) = -0.59 / -0.75 eV
spin multiplicity = 4
highest occupied orbital energy (spin up / spin down) = -0.2452 / -0.2221 Eh
expectation value of S² = 3.8492

=====

Density functional theory data (ωB97M-V/def2-TZVPD) for a molecular structure, C29H35F5N3OSTeTi in a non-equilibrium geometry.

Cartesian coordinates (Å):
Ti  -1.53  2.36  -1.05
N  -2.04  4.03  0.21
C  -2.39  5.24  -0.59
C  -3.72  5.04  -1.33
C  -3.65  4.02  -2.47
N  -3.52  2.64  -1.93
H  -2.73  3.89  0.94
H  -1.13  4.15  0.65
H  -1.59  5.39  -1.31
H  -2.47  6.12  0.04
H  -4.04  6.00  -1.72
H  -4.48  4.71  -0.61
H  -2.77  4.22  -3.09
H  -4.54  4.12  -3.10
H  -3.40  1.97  -2.69
H  -4.36  2.40  -1.41
F  -5.94  -2.06  0.81
C  -4.90  -1.55  0.14
C  -4.23  -0.44  0.62
F  -4.60  0.14  1.77
C  -3.19  0.09  -0.11
F  -2.53  1.18  0.43
C  -2.74  -0.43  -1.32
S  -1.44  0.27  -2.23
C  -3.44  -1.56  -1.76
F  -3.11  -2.11  -2.93
C  -4.48  -2.12  -1.05
F  -5.11  -3.20  -1.50
C  1.93  3.40  -2.27
C  0.59  3.10  -1.67
O  -0.49  3.39  -2.39
N  0.37  2.59  -0.50
Te  0.93  0.51  0.93
C  0.80  -1.26  -0.29
C  0.03  -2.36  0.10
C  -0.94  -2.35  1.25
C  0.13  -3.55  -0.62
C  0.94  -3.67  -1.73
C  1.07  -4.97  -2.49
C  1.61  -2.53  -2.18
C  1.54  -1.33  -1.49
C  2.15  -0.11  -2.12
C  2.34  -0.57  2.25
C  1.94  -1.25  3.41
C  0.56  -1.14  4.00
C  2.87  -2.00  4.12
C  4.20  -2.06  3.75
C  5.20  -2.90  4.51
C  4.61  -1.29  2.67
C  3.71  -0.53  1.93
C  4.29  0.29  0.80
H  2.08  2.80  -3.17
H  2.72  3.18  -1.55
H  1.97  4.45  -2.56
H  -1.22  -1.34  1.52
H  -0.52  -2.84  2.13
H  -1.85  -2.90  0.97
H  -0.45  -4.41  -0.29
H  0.53  -5.77  -1.99
H  2.12  -5.26  -2.58
H  0.67  -4.86  -3.50
H  2.19  -2.59  -3.09
H  2.76  -0.37  -2.98
H  2.75  0.46  -1.41
H  1.34  0.55  -2.46
H  -0.12  -0.61  3.34
H  0.61  -0.59  4.94
H  0.15  -2.13  4.23
H  2.54  -2.55  5.00
H  4.72  -3.46  5.31
H  5.98  -2.27  4.95
H  5.69  -3.60  3.83
H  5.67  -1.27  2.41
H  4.37  -0.30  -0.12
H  5.30  0.63  1.06
H  3.68  1.17  0.59

Properties
LUMO energy (spin up / spin down) = -0.30 / -0.30 eV
spin multiplicity = 2
highest occupied orbital energy (spin up / spin down) = -0.2362 / -0.2366 Eh
expectation value of S² = 0.7542

=====

Energy / eV: -106576.80415; -122515.98862; -91990.48965
Relative energy (zero: lowest compared OMol25 entry of this formula, charge and spin) / kcal per mole: 80.2; 50.7; 40.0